A single C22H36N4O3 molecule, computed with the ωB97M-V functional and the def2-TZVPD basis.

Values from the calculation:
HOMO, eV: -8.662
ΔE to the lowest compared entry with this formula, charge and spin, kcal per mole: 5.8
SMILES: COCCCCC(=O)N[C@H]1CC[C@@H](N(C)C(=O)c2cnc3n2CC[C@@H](C)C3)CC1
Charge: 0
HOMO-LUMO gap, eV: 9.36
Molar mass, u: 404.56
Max |F|, eV/Å: 0.08

Element x y z (Å)
C: -0.1346 -2.2416 2.2169
O: 0.3085 -1.0650 1.5664
C: -0.7166 -0.0931 1.4644
C: -0.1836 1.0690 0.6553
C: 0.1715 0.6615 -0.7784
C: 1.2439 1.5437 -1.4021
C: 2.6469 1.4609 -0.8188
O: 3.4834 2.2957 -1.1254
N: 2.9244 0.4231 0.0126
C: 4.2335 0.3085 0.6429
C: 4.2592 1.0176 1.9964
C: 3.4346 0.2732 3.0421
C: 3.9327 -1.1685 3.2140
N: 3.2512 -1.7898 4.3696
C: 3.4908 -1.0892 5.6264
C: 2.5457 -2.9557 4.3363
O: 2.5953 -3.7703 3.4204
C: 1.6250 -3.2220 5.4654
C: 0.8066 -2.4125 6.2119
N: -0.0510 -3.1503 6.9693
C: 0.2411 -4.4064 6.6970
N: 1.2382 -4.5113 5.7885
C: 1.7592 -5.7706 5.2574
C: 1.3692 -6.9189 6.1732
C: -0.1167 -6.8776 6.5204
C: -0.5554 -8.1145 7.2898
C: -0.3940 -5.6050 7.3194
C: 3.8244 -1.8937 1.8734
C: 4.6384 -1.1508 0.8119
H: 0.6780 -2.9637 2.1957
H: -0.4041 -2.0371 3.2597
H: -1.0096 -2.6588 1.7056
H: -1.5950 -0.5367 0.9742
H: -1.0239 0.2310 2.4670
H: -0.9258 1.8707 0.6474
H: 0.6970 1.4674 1.1677
H: 0.4923 -0.3830 -0.7945
H: -0.7267 0.7028 -1.3988
H: 1.3528 1.3256 -2.4671
H: 0.9636 2.5973 -1.3394
H: 2.1759 -0.1741 0.3317
H: 4.9228 0.8134 -0.0319
H: 5.2980 1.0858 2.3369
H: 3.8970 2.0400 1.8744
H: 3.4846 0.8169 3.9859
H: 2.3795 0.2319 2.7486
H: 5.0000 -1.1238 3.4792
H: 3.4113 -1.7760 6.4633
H: 4.5053 -0.6866 5.6057
H: 2.8031 -0.2588 5.7931
H: 0.7770 -1.3352 6.2227
H: 1.3590 -5.9169 4.2541
H: 2.8391 -5.6854 5.1577
H: 1.6225 -7.8572 5.6756
H: 1.9526 -6.8769 7.0997
H: -0.6811 -6.8257 5.5814
H: 0.0178 -8.2129 8.2151
H: -1.6121 -8.0594 7.5565
H: -0.4020 -9.0205 6.7017
H: 0.0008 -5.7256 8.3346
H: -1.4636 -5.4177 7.4217
H: 4.1783 -2.9164 1.9557
H: 2.7744 -1.9548 1.5761
H: 4.5524 -1.6694 -0.1448
H: 5.6963 -1.1744 1.0926

Cartesian forces (eV/Å) of the 6 atoms listed first:
C -0.010 0.000 -0.007
O -0.003 -0.005 0.004
C -0.004 0.012 0.010
C -0.006 -0.001 -0.006
C 0.012 0.004 0.003
C -0.015 0.005 0.005

natural (NBO) atomic charge list, values in e, 2 entries: C -0.2583; O -0.5704